Entry 1:
The following is a DFT calculation (wB97M-V/def2-TZVPD) of a cluster of 2 separate species, ClH2OPS2 in total.

Each line ends with the Mulliken charge.
Atoms and positions in Å:
O: -0.92 0.90 0.84  -0.6550
P: 0.54 -1.00 -0.58  0.6613
S: 2.09 -0.79 0.67  -0.2908
S: -0.18 -2.66 -1.39  -0.2692
Cl: 0.13 0.56 -1.66  -0.1277
H: -1.11 1.73 0.28  0.3387
H: -0.56 1.26 1.84  0.3428

Properties
**E_HOMO**: -9.35 eV
**ΔE to the lowest compared entry with this formula, charge and spin**: 43.76 kcal/mol
**Total charge**: 0
**E_tot**: -45561.7642 eV

---

Entry 2:
The following is a DFT calculation (wB97M-V/def2-TZVPD) of a cluster of 16 separate species, ClH30O19 in total.

Each line ends with the Mulliken charge.
Atoms and positions in Å:
Cl: 0.10 -0.15 -0.24  0.7265
O: -0.05 -0.87 1.05  -0.6893
O: 1.17 -0.80 -1.02  -0.3502
O: -1.22 -0.28 -0.98  -0.5966
O: 0.49 1.31 0.03  0.1606
O: 2.72 -3.43 -2.12  -0.6930
H: 1.98 -3.12 -1.59  0.4082
H: 2.94 -2.75 -2.73  0.3044
O: 3.97 0.14 0.71  -0.6652
H: 3.70 0.76 0.11  0.3031
H: 3.18 -0.36 0.96  0.3466
O: -0.01 -3.60 2.37  -0.5285
H: -0.25 -2.82 2.86  0.2425
H: 0.27 -4.22 3.01  0.2471
O: -0.62 3.64 1.57  -0.6389
H: -0.04 3.14 2.09  0.3053
H: -1.49 3.45 1.91  0.2691
O: -1.37 2.15 -3.13  -0.6201
H: -1.06 1.24 -3.36  0.3037
H: -1.78 2.22 -2.27  0.3602
O: 0.61 -3.52 -0.39  -0.7056
H: 0.24 -3.59 0.53  0.2534
H: -0.17 -3.30 -0.85  0.4023
O: -2.83 -0.98 2.30  -0.5048
H: -1.91 -0.81 1.98  0.2173
H: -2.73 -0.37 3.02  0.3151
O: 1.02 3.95 -1.26  -0.6749
H: 1.33 3.19 -1.79  0.2971
H: 0.53 3.55 -0.56  0.2566
O: -1.86 3.84 -0.72  -0.6265
H: -2.75 3.67 -0.35  0.2994
H: -1.25 3.62 0.05  0.3338
O: -1.97 -2.72 -1.42  -0.7062
H: -1.56 -1.96 -1.74  0.3303
H: -2.38 -3.03 -2.24  0.2884
O: 2.14 2.43 2.22  -0.6167
H: 2.69 2.56 1.43  0.2897
H: 2.18 1.49 2.41  0.3243
O: -3.97 -1.29 -0.22  -0.7115
H: -3.19 -1.79 -0.47  0.4691
H: -3.60 -0.44 -0.23  0.2821
O: 2.35 -1.95 1.60  -0.6836
H: 2.61 -2.87 1.31  0.3430
H: 1.49 -1.73 1.24  0.3600
O: -2.49 1.49 1.02  -0.6330
H: -1.87 1.14 0.41  0.2747
H: -1.99 1.76 1.85  0.2414
O: 2.52 0.59 -2.95  -0.6618
H: 2.06 1.36 -3.21  0.2838
H: 2.10 0.07 -2.25  0.4676

Properties
**E_HOMO**: -7.73 eV
**ΔE to the lowest compared entry with this formula, charge and spin**: 19.69 kcal/mol
**Total charge**: -1
**E_tot**: -51906.9570 eV

---

Entry 3:
The following is a DFT calculation (wB97M-V/def2-TZVPD) of a cluster of 17 separate species, ClH32O20 in total.

Each line ends with the Mulliken charge.
Atoms and positions in Å:
Cl: 0.05 0.29 0.00  0.1004
O: 1.39 -0.22 -0.47  0.0348
O: -0.96 -0.08 -1.07  -0.1020
O: -0.42 -0.44 1.23  0.3222
O: 0.02 1.77 0.23  -0.3817
O: -2.31 -1.31 -3.05  -0.6958
H: -2.97 -1.73 -2.44  0.3195
H: -1.57 -1.08 -2.46  0.3842
O: 2.52 2.10 -1.99  -0.6494
H: 3.29 2.05 -1.50  0.3111
H: 1.78 1.68 -1.54  0.1940
O: 1.52 -0.39 -3.32  -0.4841
H: 1.25 -1.28 -3.16  0.2635
H: 1.73 -0.41 -4.26  0.1937
O: 1.05 4.32 0.51  -0.6294
H: 0.92 4.31 -0.41  0.3303
H: 0.24 3.96 0.90  0.3153
O: -1.12 0.77 4.02  -0.6560
H: -1.27 0.05 3.40  0.2427
H: -1.05 0.22 4.80  0.3079
O: -3.38 -0.47 1.06  -0.6589
H: -4.18 -0.26 1.46  0.2646
H: -2.86 0.35 1.12  0.2990
O: -2.58 2.15 1.31  -0.6780
H: -2.99 2.94 0.91  0.2903
H: -1.74 2.38 1.68  0.2670
O: 0.75 -1.39 3.47  -0.6661
H: 0.21 -1.06 2.76  0.2847
H: 1.14 -0.60 3.86  0.3325
O: -3.98 0.94 -1.84  -0.6222
H: -3.11 0.59 -1.65  0.2395
H: -3.79 1.61 -2.52  0.3020
O: -0.68 -2.92 -0.26  -0.6115
H: -1.11 -2.11 -0.05  0.2086
H: -0.57 -3.45 0.54  0.3147
O: 4.48 -0.97 -1.98  -0.6285
H: 5.28 -1.46 -2.15  0.2385
H: 4.07 -1.15 -1.11  0.4310
O: -1.72 2.82 -1.75  -0.6146
H: -2.15 2.29 -2.35  0.2083
H: -1.77 2.42 -0.88  0.3332
O: 2.06 -2.86 -1.54  -0.6689
H: 1.57 -3.24 -0.85  0.3328
H: 1.87 -1.94 -1.34  0.1141
O: 4.20 -1.52 0.55  -0.6603
H: 3.38 -1.85 0.95  0.3063
H: 4.64 -2.34 0.39  0.3117
O: -2.22 -2.46 2.63  -0.5624
H: -2.77 -1.88 2.10  0.2665
H: -2.85 -3.15 2.44  0.3684
O: 2.50 1.53 1.38  -0.6965
H: 1.60 1.78 1.23  0.3375
H: 2.63 0.65 1.04  0.2952

Properties
**E_HOMO**: -7.42 eV
**ΔE to the lowest compared entry with this formula, charge and spin**: 48.47 kcal/mol
**Total charge**: -1
**E_tot**: -53986.5290 eV

---

Entry 4:
The following is a DFT calculation (wB97M-V/def2-TZVPD) of an isolated molecule of ClH3N2O2S.

Each line ends with the Mulliken charge.
Atoms and positions in Å:
N: -0.06 -0.69 1.24  -0.5463
N: 0.70 0.22 0.65  -0.1810
S: 0.11 0.49 -0.87  0.9647
O: 0.82 1.52 -1.55  -0.4781
O: -0.12 -0.83 -1.57  -0.5395
Cl: -1.67 1.31 -0.35  -0.1558
H: -0.41 -1.47 0.49  0.3381
H: -0.93 -0.31 1.73  0.2934
H: 1.56 -0.23 0.24  0.3046

Properties
**E_HOMO**: -10.56 eV
**ΔE to the lowest compared entry with this formula, charge and spin**: 16.60 kcal/mol
**SMILES**: NNS(=O)(=O)Cl
**Total charge**: 0
**E_tot**: -30479.0968 eV

---

Entry 5:
The following is a DFT calculation (wB97M-V/def2-TZVPD) of an isolated molecule of ClH3N2S.

Each line ends with the Mulliken charge.
Atoms and positions in Å:
N: -0.18 -1.27 0.53  -0.4990
N: -0.60 1.01 -0.22  -0.3838
S: 0.36 -0.28 -0.51  0.4105
Cl: 2.40 0.18 0.39  -0.3379
H: 0.13 -2.29 0.50  0.2650
H: -1.48 0.83 0.19  0.2941
H: -0.64 1.81 -0.88  0.2512

Properties
**E_HOMO**: -9.35 eV
**ΔE to the lowest compared entry with this formula, charge and spin**: 1.97 kcal/mol
**Total charge**: 0
**E_tot**: -26385.0186 eV

---

Entry 6:
The following is a DFT calculation (wB97M-V/def2-TZVPD) of a cluster of 2 separate species, ClH3NOP in total.

Each line ends with the Mulliken charge.
Atoms and positions in Å:
N: -1.26 0.79 0.25  -0.5056
P: -2.23 -0.50 -0.32  0.4084
O: -2.23 -1.49 0.76  -0.4483
H: -0.79 1.31 -0.41  0.2516
H: -0.88 0.50 1.22  0.2949
Cl: 3.46 0.08 -0.33  -0.2295
H: 3.94 -0.69 -1.16  0.2285

Properties
**E_HOMO**: -10.07 eV
**ΔE to the lowest compared entry with this formula, charge and spin**: 20.52 kcal/mol
**SMILES**: NP=O.Cl
**Total charge**: 0
**E_tot**: -25398.0633 eV

---

Entry 7:
The following is a DFT calculation (wB97M-V/def2-TZVPD) of an isolated molecule of ClH3NPS.

Each line ends with the Mulliken charge.
Atoms and positions in Å:
N: 0.07 1.68 0.62  -0.4890
S: -0.29 0.21 -0.11  0.1844
P: 1.02 -1.38 0.44  -0.0029
Cl: -2.60 -0.37 0.27  -0.3118
H: 0.47 1.65 1.51  0.2381
H: -0.83 0.77 -1.29  0.3268
H: 0.20 -2.33 -0.27  0.0544

Properties
**E_HOMO (alpha / beta)**: -8.98 / -8.98 eV
**ΔE to the lowest compared entry with this formula, charge and spin**: 125.82 kcal/mol
**SMILES**: N=[S@@H](=P)Cl
**Total charge**: 0
**E_tot**: -34180.6302 eV

---

Entry 8:
The following is a DFT calculation (wB97M-V/def2-TZVPD) of a cluster of 2 separate species, ClH4N2OP in total.

Each line ends with the Mulliken charge.
Atoms and positions in Å:
N: 0.30 -0.29 1.27  -0.3998
N: 0.87 -0.27 -1.19  -0.4965
O: 0.45 2.03 0.03  -0.5285
P: 0.07 0.60 -0.08  0.7149
Cl: -2.75 0.03 -0.10  -0.4794
H: 0.01 0.39 1.88  0.2416
H: -0.01 -1.24 1.44  0.2950
H: 0.43 -1.24 -1.04  0.3309
H: 0.63 -0.02 -2.20  0.3219

Properties
**E_HOMO**: -9.99 eV
**ΔE to the lowest compared entry with this formula, charge and spin**: 48.01 kcal/mol
**Total charge**: 0
**E_tot**: -26904.2900 eV

---

Entry 9:
The following is a DFT calculation (wB97M-V/def2-TZVPD) of a cluster of 2 separate species, ClH4N2P in total.

Each line ends with the Mulliken charge.
Atoms and positions in Å:
N: -0.27 0.80 -1.37  -0.5727
N: 0.62 -1.29 1.48  -0.4305
P: -0.34 -1.66 0.13  0.2707
Cl: 1.08 -2.35 -1.01  -0.1784
H: 0.77 1.00 -1.07  0.2183
H: -0.21 0.28 -2.30  0.2117
H: 0.26 -0.75 2.33  0.2385
H: 1.48 -1.78 1.61  0.2423

Properties
**E_HOMO (alpha / beta)**: -9.64 / -7.26 eV
**ΔE to the lowest compared entry with this formula, charge and spin**: 72.93 kcal/mol
**Total charge**: 0
**E_tot**: -24854.2482 eV

---

Entry 10:
The following is a DFT calculation (wB97M-V/def2-TZVPD) of a cluster of 3 separate species, ClH4O2 in total.

Each line ends with the Mulliken charge.
Atoms and positions in Å:
Cl: -0.19 -0.73 -1.67  -0.9013
O: -2.28 0.49 0.46  -0.6597
H: -1.39 0.52 0.07  0.2963
H: -2.55 -0.42 0.30  0.3145
O: 2.12 0.36 0.53  -0.6355
H: 1.40 -0.21 0.19  0.2957
H: 2.90 -0.01 0.12  0.2900

Properties
**E_HOMO**: -4.40 eV
**ΔE to the lowest compared entry with this formula, charge and spin**: 2.89 kcal/mol
**Total charge**: -1
**E_tot**: -16685.0269 eV